# 1
Density functional theory data (ωB97M-V/def2-TZVPD) for a 16-piece molecular cluster, C28H27Cl60FN3 overall at a distorted geometry.

XYZ file:
```
119
Properties=species:S:1:pos:R:3:lowdin_charge:R:1
H 4.833 -3.561 -2.178 0.11
H 2.297 -3.431 -1.157 0.10
H 4.988 -3.496 -0.431 0.10
Cl -1.132 3.567 3.038 0.54
Cl -1.369 -2.978 -10.707 0.52
Cl 1.357 8.373 11.836 0.53
Cl -4.176 -2.552 -10.171 0.51
Cl 5.665 3.604 6.798 0.51
Cl 3.302 -1.367 5.746 0.52
Cl 1.768 -5.397 3.442 0.49
H 0.904 2.631 1.114 0.10
C 7.313 -2.174 -0.363 -0.24
C 2.173 6.808 11.796 -2.05
H 2.996 -0.316 1.623 0.17
H 3.549 -1.721 -2.413 0.12
Cl -12.196 8.845 -0.528 0.49
C 6.430 -4.767 4.604 -2.03
Cl 4.291 5.724 5.403 0.53
Cl 1.241 -8.831 -8.150 0.55
C 3.795 -1.896 -1.356 -0.21
H 4.228 2.477 1.030 0.05
C 6.627 -2.109 1.002 -0.13
C 2.528 -2.462 -0.694 -0.18
H 2.300 2.024 2.014 0.11
Cl -4.617 -8.470 -10.195 0.50
N 3.927 2.505 0.053 0.12
C 4.990 -2.876 -1.333 -0.20
H 8.010 -3.020 -0.425 0.11
C -2.720 6.989 -2.886 -2.06
C 4.134 0.154 6.123 -2.03
H -0.231 -2.990 1.562 0.14
Cl 5.251 6.144 8.091 0.52
Cl -7.322 -9.137 -10.944 0.53
Cl -4.962 8.526 0.073 0.52
C -3.385 1.013 -8.136 -2.05
H 6.850 -2.688 -2.398 0.11
Cl 7.296 -5.106 3.103 0.55
Cl 4.689 -4.940 4.349 0.46
C -0.868 -5.516 -1.725 -2.03
Cl -0.055 -6.246 -8.186 0.51
Cl -3.744 4.291 4.010 0.55
C 6.350 -2.172 -1.569 -0.20
Cl -6.539 7.926 2.414 0.52
Cl 0.966 5.514 11.799 0.52
C 0.259 -7.694 -7.229 -2.04
Cl 0.338 -5.594 -0.424 0.51
H 0.054 -1.997 0.132 0.10
Cl -10.156 5.498 -1.279 0.53
Cl -5.248 -9.053 -12.949 0.53
Cl -3.091 1.515 3.601 0.54
Cl 5.838 -0.178 6.463 0.53
H 2.613 -3.709 1.155 0.10
H 3.649 -2.306 1.154 0.11
Cl -3.741 8.597 2.690 0.54
Cl -7.989 5.546 0.628 0.49
C -5.846 -8.317 -11.460 -2.06
C -13.260 10.119 0.079 -2.06
H -0.430 1.070 2.216 0.07
N -0.684 -0.969 1.781 -0.02
H 1.815 -0.162 2.777 0.17
Cl -3.962 2.283 -9.217 0.53
C -2.821 -3.660 -9.956 -2.04
Cl -1.893 6.379 -4.323 0.53
Cl -2.526 -3.898 -8.228 0.50
C 1.607 -1.894 1.673 -0.40
H 5.887 -1.301 1.043 0.06
Cl -10.304 3.890 1.114 0.53
Cl -2.343 -6.322 -1.200 0.55
H 7.358 -1.912 1.797 0.07
Cl -4.524 6.076 1.521 0.43
H 6.163 -1.144 -1.899 0.11
Cl 3.153 6.685 10.329 0.47
C 2.647 -2.657 0.847 -0.08
H 4.071 -0.914 -0.934 0.10
C 1.182 0.483 0.928 -0.23
Cl -6.189 -6.606 -11.746 0.51
C 4.547 4.963 6.978 -2.03
Cl -4.328 7.566 -3.331 0.52
Cl -1.228 -3.820 -2.101 0.52
Cl -0.230 -6.297 -3.168 0.51
H 1.697 -1.793 -0.943 0.09
Cl 4.005 1.246 4.730 0.48
Cl -14.875 9.458 0.346 0.53
H 1.351 0.162 -0.105 0.14
Cl -1.275 -8.451 -6.786 0.53
H -0.911 0.766 0.561 0.14
C 0.153 -2.021 1.220 -0.11
N 1.996 -0.438 1.807 0.20
C 1.737 1.921 1.073 -0.12
Cl -10.515 6.765 1.282 0.50
Cl 3.212 6.645 13.213 0.53
F 1.665 -2.350 2.981 0.00
Cl -4.765 0.113 -7.493 0.52
Cl 3.001 4.379 7.600 0.50
Cl -3.419 3.234 1.315 0.50
Cl -13.346 11.435 -1.096 0.53
C -4.945 7.792 1.678 -2.03
C 1.941 -7.160 3.291 -2.04
Cl -2.489 1.743 -6.795 0.51
Cl -12.615 10.734 1.607 0.52
H 6.150 -3.062 1.269 0.04
C -2.863 3.164 2.999 -2.02
Cl 2.745 -7.492 1.755 0.53
C -9.741 5.422 0.438 -2.04
Cl 6.965 -5.872 5.868 0.56
Cl 6.694 -3.094 5.120 0.49
Cl -3.189 -5.215 -10.699 0.51
Cl 2.944 -7.698 4.636 0.53
Cl 3.389 0.910 7.524 0.54
H -0.774 -1.057 2.783 0.12
Cl 0.379 -7.968 3.327 0.56
Cl -2.871 5.684 -1.696 0.48
C -0.288 0.372 1.379 -0.17
C 2.691 2.264 -0.063 -0.24
Cl -2.331 -0.087 -9.025 0.49
H 7.944 -1.277 -0.453 0.11
Cl 1.122 -7.225 -5.751 0.48
Cl -1.788 8.313 -2.183 0.53
H 2.254 2.268 -1.070 0.12
```

Summary:
* LUMO energy: -2.3 eV
* total energy: -28958.31915 Eh
* charge: +1
* orbital gap: 9.73 eV


# 2
Density functional theory data (ωB97M-V/def2-TZVPD) for C28H27ClF6N3OPdSb as an isolated structure.

XYZ file:
```
68
Properties=species:S:1:pos:R:3:lowdin_charge:R:1
F -0.687 -3.327 -3.154 -0.33
C -4.796 -1.407 -0.056 -0.03
C 2.908 -0.854 1.411 -0.08
C 1.636 4.166 -0.012 -0.01
C 0.613 5.017 -0.308 0.03
C -5.171 -2.651 0.471 -0.63
F -1.232 -1.519 -1.323 -0.39
F -1.351 -3.413 0.547 -0.33
H 1.443 1.211 -2.223 0.05
H -4.254 1.099 -0.507 0.14
Sb -1.045 -3.448 -1.324 1.37
C -3.392 -2.596 2.071 0.04
C -0.912 3.151 -0.150 -0.14
C -3.287 3.454 -0.335 0.01
C 4.232 -1.181 1.537 0.00
H -1.675 6.405 -0.813 0.13
H 2.248 -2.413 -2.885 0.08
H 0.951 -1.233 -2.754 0.05
O -1.832 -0.855 1.905 -0.01
F 0.784 -3.259 -0.885 -0.35
H 3.861 -0.417 -3.078 0.13
H 2.746 -1.252 3.438 0.13
N -2.321 1.224 0.150 -0.01
H 2.185 1.168 3.137 0.08
H 1.959 -1.275 -4.207 0.09
Pd -0.513 0.291 0.281 1.02
C 1.958 -1.391 -3.123 -0.05
H -4.815 -4.173 1.955 0.13
H 4.629 -1.418 2.515 0.13
H 6.118 -1.529 0.582 0.13
C -3.422 0.585 -0.028 -0.03
C 2.394 1.063 -2.729 -0.05
H 0.620 0.688 2.449 0.03
N 1.163 -0.409 -0.295 0.08
C 5.079 -1.266 0.426 0.04
Cl -6.502 -3.464 -0.196 0.81
H 3.113 1.816 -2.396 0.08
H 5.328 -1.073 -1.693 0.13
C 1.438 0.373 3.096 -0.05
H -5.396 -0.972 -0.845 0.13
H 1.467 -2.962 2.027 0.10
C 1.029 -2.083 2.500 -0.04
H 1.023 0.253 4.097 0.09
H -3.945 5.456 -0.765 0.12
C 2.923 -0.359 -2.520 -0.36
F -0.933 -5.313 -1.315 -0.34
C 2.055 -0.955 2.646 -0.36
C -3.086 4.821 -0.601 -0.04
C 1.356 2.803 0.176 -0.10
C 3.314 -0.701 -1.101 -0.06
H -4.300 3.086 -0.253 0.12
C -2.222 2.614 -0.143 -0.17
H 2.234 1.215 -3.797 0.09
C 4.632 -1.021 -0.867 0.00
F -2.919 -3.495 -1.579 -0.34
N 0.142 2.313 0.094 0.03
C -0.709 4.525 -0.378 -0.13
H -2.814 -3.020 2.878 0.14
H 2.658 4.508 0.067 0.12
H 0.171 -1.781 1.906 0.02
C 2.387 -0.614 0.050 -0.25
H 0.797 6.070 -0.480 0.13
C -4.479 -3.224 1.561 -0.06
C -1.829 5.351 -0.625 0.00
H 0.663 -2.373 3.485 0.10
C -3.683 -0.762 0.415 -0.11
C -2.884 -1.369 1.483 -0.34
H 2.149 2.104 0.389 0.11
```

Summary:
* multiplicity: 2
* LUMO energy (alpha / beta): -5.2 / -5.4 eV
* total energy: -2750.03415 Eh
* energy above the lowest of the compared OMol25 structures with the same formula, charge and spin: 0.000 eV
* charge: +1
* orbital gap (alpha / beta): 6.02 / 6.44 eV


# 3
Density functional theory data (ωB97M-V/def2-TZVPD) for C28H27IN9O2Ti as an isolated structure.

XYZ file:
```
68
Properties=species:S:1:pos:R:3:lowdin_charge:R:1
C 2.631 -0.218 1.223 -0.33
H -1.034 -1.671 4.227 0.10
H -0.959 -2.272 1.820 0.06
H 1.316 -1.632 2.151 0.06
N -0.484 -3.991 0.331 0.16
O -3.687 -1.809 -0.821 0.09
C -4.058 -0.910 1.936 -0.02
N 1.827 -7.285 -1.554 0.10
N -0.794 -0.546 -2.989 -0.18
C 1.687 1.927 -2.868 -0.06
H 0.756 2.807 0.762 0.08
C 4.690 1.703 1.225 -0.12
I -3.092 -0.335 6.115 0.85
C 0.681 -0.340 -2.666 -0.10
C -4.117 -0.601 3.287 -0.14
H 1.968 1.669 -3.885 0.11
O -1.588 -1.106 -0.524 -0.19
H 0.923 -1.147 -1.975 0.10
C -1.499 0.663 -3.457 0.00
H -1.349 4.730 2.671 0.06
C 3.803 1.622 2.289 -0.10
N -1.486 1.389 1.511 -0.17
H -1.389 1.453 -2.719 0.10
H 5.477 2.447 1.221 0.09
C 0.224 -4.347 -0.512 -0.23
H 1.973 4.426 -0.611 0.10
C 1.003 2.542 -0.263 -0.12
H 3.443 -0.815 -0.672 0.11
H -0.563 -1.393 -4.901 0.10
C 4.553 0.816 0.164 -0.10
H -1.241 -0.831 -2.085 0.09
C 1.000 1.006 -2.082 -0.28
C -2.766 -1.522 -0.091 -0.56
C -2.618 2.022 1.124 -0.27
N 1.888 -3.209 -3.339 0.12
C 1.085 -4.827 -1.519 -0.30
H 1.594 -1.943 0.439 0.04
C 1.694 3.468 -1.036 -0.09
N -1.030 2.019 2.631 0.02
C -0.974 -1.679 -3.934 0.00
C -1.875 -1.448 3.585 -0.13
H -2.548 0.411 -3.591 0.10
H 3.891 2.307 3.124 0.10
Ti -0.316 -0.073 0.629 0.98
C 2.039 3.163 -2.346 -0.10
H -2.359 4.546 3.956 0.06
C 1.476 -1.145 1.182 -0.21
H -1.065 0.988 -4.402 0.11
C 2.788 0.676 2.287 -0.07
C -1.815 -1.738 2.231 -0.09
C 3.543 -0.131 0.165 -0.06
H -4.893 -0.700 1.281 0.12
H 2.587 3.875 -2.951 0.09
C -2.895 -1.441 1.399 -0.16
H -3.161 1.743 0.232 0.11
H 1.236 -0.544 -3.581 0.12
H 5.237 0.864 -0.675 0.10
N -2.052 2.900 2.955 -0.30
C -3.019 -0.856 4.097 -0.73
C 1.533 -3.946 -2.515 -0.27
N -1.585 4.126 3.458 0.04
H -5.004 -0.142 3.703 0.09
H -0.425 -2.540 -3.560 0.07
N -2.988 2.979 1.910 0.06
C 1.491 -6.179 -1.534 -0.27
C 0.643 1.280 -0.754 -0.17
H -2.036 -1.894 -4.020 0.10
H 2.085 0.643 3.113 0.11
```

Summary:
* multiplicity: 3
* LUMO energy (alpha / beta): 2.0 / 2.0 eV
* total energy: -2873.60782 Eh
* energy above the lowest of the compared OMol25 structures with the same formula, charge and spin: 1.146 eV
* charge: -1
* orbital gap (alpha / beta): 5.74 / 7.22 eV